Record 1
7
Properties=species:S:1:pos:R:3:forces:R:3:mulliken_spin:R:1 method="wB97M-V/def2-TZVPD" multiplicity=3 charge=-1 gap_ev="5.21 / 6.95" s2=2.01 e_above_lowest_kcal_mol=13.3
C 0.9155 -0.5950 -0.7849 0.90 -1.95 -4.28 0.34
O -2.1763 -0.2449 -0.2078 -0.32 0.64 0.21 0.13
O 1.1340 -0.8667 -1.9083 -1.27 1.18 2.44 0.13
O -0.6808 1.8241 0.0028 -0.89 -0.14 -0.10 0.14
O -0.6535 0.0960 1.7061 -0.26 -0.44 1.72 0.10
S -0.9962 0.4255 0.3527 0.26 0.64 -1.56 0.46
I 2.4573 -0.6388 0.8394 1.59 0.07 1.58 0.70

***

Record 2
10
Properties=species:S:1:pos:R:3:forces:R:3:mulliken_spin:R:1 method="wB97M-V/def2-TZVPD" multiplicity=6 charge=-1 gap_ev="5.32 / 5.20" s2=8.76
O -1.8342 -0.5124 0.2866 -1.35 0.92 -0.20 0.01
C -2.6029 0.3807 0.3226 -0.14 -1.65 0.38 -0.01
O -3.4984 1.0913 0.4683 0.42 0.52 -0.39 0.01
Mn 0.1230 -0.2116 0.9936 1.05 -0.28 0.33 4.74
N 1.4196 -1.0040 -0.5225 0.25 0.16 0.07 0.07
S 2.6179 -1.0334 0.6902 -0.01 0.00 -0.04 0.01
O 1.7305 -0.5514 2.0157 0.01 -0.08 0.11 0.07
S 1.3063 0.4811 -1.3460 -2.16 -0.28 -0.75 0.01
O 0.2333 1.2271 -0.3236 0.84 0.08 -1.03 0.08
O 0.5049 0.1326 -2.5847 1.10 0.60 1.53 0.00

***

Record 3
5
Properties=species:S:1:pos:R:3:forces:R:3:mulliken_charge:R:1 method="wB97M-V/def2-TZVPD" gap_ev=13.66 e_above_lowest_kcal_mol=0.4 smiles="O=C=O.N#N"
O 1.5001 0.2244 1.2785 1.10 -0.12 -0.23 -0.36
C 0.3543 0.3099 1.2577 -0.40 0.08 0.45 0.73
O -0.7930 0.4030 1.2910 -0.73 0.12 0.01 -0.36
N -0.4893 -0.3916 -2.4569 -0.17 -0.23 1.72 -0.16
N -0.5722 -0.5458 -1.3702 0.20 0.15 -1.94 0.15

***

Record 4
6
Properties=species:S:1:pos:R:3:forces:R:3:mulliken_charge:R:1 method="wB97M-V/def2-TZVPD" gap_ev=8.99 e_above_lowest_kcal_mol=52.5
C 1.0932 0.6154 -0.0959 0.70 1.48 -0.40 0.59
N 0.6182 0.0386 0.8572 -0.34 -0.53 0.59 -0.09
N -0.5388 -0.5290 1.1278 -1.45 -1.58 0.35 -0.23
O 1.7571 1.3375 -0.7066 0.11 -0.19 -0.78 -0.34
O -1.3329 -0.4922 -1.2613 0.14 -0.13 -0.68 -0.47
S -1.5968 -0.9702 0.0790 0.83 0.95 0.91 0.54

***

Record 5
6
Properties=species:S:1:pos:R:3:forces:R:3:mulliken_charge:R:1 method="wB97M-V/def2-TZVPD" gap_ev="7.12 / 8.53" e_above_lowest_kcal_mol=129.3
C -0.9024 -0.8858 1.3342 2.91 0.39 0.29 0.34
N -1.9209 -1.3711 1.2119 -3.22 -0.87 -0.34 -0.30
N 0.5644 1.1374 -1.4304 -0.83 1.51 -0.53 0.82
O 0.5081 0.9927 -0.2402 0.43 -0.23 -1.07 -0.42
O 1.0450 0.7191 -2.4204 0.26 -0.76 1.21 -0.38
S 0.7058 -0.5922 1.5450 0.45 -0.03 0.44 -0.05

***

Record 6
6
Properties=species:S:1:pos:R:3:forces:R:3:mulliken_spin:R:1 method="wB97M-V/def2-TZVPD" multiplicity=3 gap_ev="7.86 / 7.87" s2=2.02 e_above_lowest_kcal_mol=41.4
C 1.7980 -0.1539 0.0707 -0.31 -0.53 -0.73 -0.12
N 2.6485 -0.9047 -0.2001 -0.30 0.26 0.43 0.31
N 0.9200 0.8360 0.2043 -1.26 -0.58 0.22 0.61
O -3.0029 0.2848 -0.1300 -0.97 1.19 -0.18 0.33
O -0.4148 0.5889 0.0282 -0.08 0.49 -0.04 0.18
S -1.9487 -0.6510 0.0269 2.93 -0.83 0.31 0.67

***

Record 7
6
Properties=species:S:1:pos:R:3:forces:R:3:mulliken_charge:R:1 method="wB97M-V/def2-TZVPD" gap_ev=10.32 e_above_lowest_kcal_mol=61.0
O 0.0580 -2.0252 0.0329 -0.05 0.52 -0.11 -0.41
C -0.0646 -0.8811 -0.2268 -0.09 -0.16 -0.26 0.67
O -0.4138 -0.0794 -1.1142 0.15 -0.29 0.38 -0.40
N -0.1872 1.6070 -0.4011 0.28 -0.32 0.72 0.03
N 0.2119 1.2837 0.6473 -0.27 0.25 -0.71 0.35
O 0.3943 0.0989 1.0611 -0.01 0.00 -0.02 -0.24

***

Record 8
7
Properties=species:S:1:pos:R:3:forces:R:3:mulliken_charge:R:1 method="wB97M-V/def2-TZVPD" charge=-1 gap_ev="6.24 / 6.24" e_above_lowest_kcal_mol=36.0
C -2.6656 0.4715 -0.0674 -0.74 0.15 -0.49 0.22
N -3.7022 0.7695 -0.4939 -0.49 0.28 -0.31 -0.54
N 1.9901 -0.6387 -0.0405 0.03 -1.64 0.05 0.24
N 1.2927 0.3144 -0.0079 0.27 1.80 -0.17 0.52
O 1.9194 -1.8525 -0.0446 0.05 -0.34 -0.02 -0.54
O 1.4544 1.5119 -0.0432 -0.43 0.45 0.00 -0.48
S -1.2714 -0.0148 0.6084 1.30 -0.71 0.94 -0.42

***

Please write out number 6 again, unchanged.
6
Properties=species:S:1:pos:R:3:forces:R:3:mulliken_spin:R:1 method="wB97M-V/def2-TZVPD" multiplicity=3 gap_ev="7.86 / 7.87" s2=2.02 e_above_lowest_kcal_mol=41.4
C 1.7980 -0.1539 0.0707 -0.31 -0.53 -0.73 -0.12
N 2.6485 -0.9047 -0.2001 -0.30 0.26 0.43 0.31
N 0.9200 0.8360 0.2043 -1.26 -0.58 0.22 0.61
O -3.0029 0.2848 -0.1300 -0.97 1.19 -0.18 0.33
O -0.4148 0.5889 0.0282 -0.08 0.49 -0.04 0.18
S -1.9487 -0.6510 0.0269 2.93 -0.83 0.31 0.67

***

Copy entry 1 word for word.
7
Properties=species:S:1:pos:R:3:forces:R:3:mulliken_spin:R:1 method="wB97M-V/def2-TZVPD" multiplicity=3 charge=-1 gap_ev="5.21 / 6.95" s2=2.01 e_above_lowest_kcal_mol=13.3
C 0.9155 -0.5950 -0.7849 0.90 -1.95 -4.28 0.34
O -2.1763 -0.2449 -0.2078 -0.32 0.64 0.21 0.13
O 1.1340 -0.8667 -1.9083 -1.27 1.18 2.44 0.13
O -0.6808 1.8241 0.0028 -0.89 -0.14 -0.10 0.14
O -0.6535 0.0960 1.7061 -0.26 -0.44 1.72 0.10
S -0.9962 0.4255 0.3527 0.26 0.64 -1.56 0.46
I 2.4573 -0.6388 0.8394 1.59 0.07 1.58 0.70